DFT (ωB97M-V/def2-TZVPD) results for a structure of composition C20H19B2Cl53N4O3PS.

Geometry as ORCA input:
```
! RIJCOSX wB97M-V def2-TZVPD def2/J DEFGRID3
* xyz 1 1
C 0.37 0.53 2.15
C 0.51 1.80 1.29
B -0.51 1.87 0.12
O -0.04 2.19 -1.14
C -2.14 1.61 0.29
Cl -2.63 2.49 1.80
C -2.87 2.16 -0.93
C -4.21 1.48 -1.22
N -4.74 0.59 -0.15
B -5.79 1.25 0.71
O -6.96 1.62 0.10
O -5.58 1.49 2.02
C -6.36 2.58 2.57
C -3.80 -0.09 0.54
N -4.21 -1.10 1.30
P -3.17 -2.11 2.28
N -2.49 -1.38 3.47
N -2.42 0.14 0.49
S -1.71 -0.74 -0.87
H 1.13 0.49 2.92
H -0.58 0.56 2.67
H 0.45 -0.38 1.55
H 0.46 2.68 1.93
H 1.52 1.78 0.86
H -0.04 3.16 -1.24
H -2.26 2.10 -1.83
H -3.02 3.23 -0.76
H -4.96 2.27 -1.36
H -4.17 0.92 -2.16
H -7.29 0.94 -0.49
H -5.96 2.76 3.57
H -6.28 3.47 1.96
H -7.40 2.29 2.70
H -5.20 -1.34 1.32
H -4.00 -3.15 2.77
H -2.30 -2.71 1.37
H -2.79 -0.38 3.41
H -2.79 -0.83 -1.68
C 0.77 -4.38 -0.44
Cl -0.05 -3.64 0.95
Cl 0.17 -6.02 -0.67
Cl 0.43 -3.45 -1.92
Cl 2.50 -4.42 -0.14
C 3.97 0.58 -1.33
Cl 3.49 2.07 -0.52
Cl 4.59 0.95 -2.94
Cl 5.23 -0.22 -0.38
Cl 2.58 -0.50 -1.46
C 0.11 6.51 -2.39
Cl -0.80 8.00 -2.17
Cl -0.15 5.46 -0.96
Cl -0.45 5.67 -3.84
Cl 1.82 6.86 -2.53
C -0.84 -7.93 -4.11
Cl -1.70 -6.41 -3.80
Cl -0.96 -8.97 -2.68
Cl -1.57 -8.75 -5.49
Cl 0.85 -7.59 -4.45
C 8.13 2.11 -5.04
Cl 6.55 1.66 -5.69
Cl 8.92 0.67 -4.37
Cl 9.16 2.81 -6.29
Cl 7.89 3.30 -3.75
C 1.23 -2.97 4.75
Cl -0.31 -3.01 3.87
Cl 1.77 -4.62 5.05
Cl 2.43 -2.11 3.79
Cl 1.01 -2.12 6.30
C 1.43 0.67 9.71
Cl 1.19 2.18 8.82
Cl 1.01 0.94 11.41
Cl 0.40 -0.64 9.06
Cl 3.12 0.19 9.60
C 7.76 0.19 -10.05
Cl 6.58 1.09 -11.02
Cl 9.20 -0.13 -11.02
Cl 8.20 1.14 -8.63
Cl 7.04 -1.35 -9.54
C -1.00 6.95 2.64
Cl -1.88 7.31 4.12
Cl -1.61 5.42 1.95
Cl -1.25 8.23 1.46
Cl 0.72 6.78 2.98
C 2.16 5.07 -7.61
Cl 1.34 4.21 -8.92
Cl 1.08 5.20 -6.21
Cl 3.61 4.17 -7.15
Cl 2.61 6.68 -8.16
C -1.35 1.82 5.45
Cl -2.24 2.22 6.93
Cl -1.99 0.34 4.73
Cl -1.52 3.12 4.26
Cl 0.35 1.54 5.81
C 5.02 -3.58 8.48
Cl 4.91 -5.28 8.94
Cl 6.21 -3.39 7.19
Cl 3.44 -3.03 7.91
Cl 5.51 -2.62 9.88
C -4.51 -11.83 -6.54
Cl -6.06 -12.19 -7.30
Cl -3.80 -13.32 -5.90
Cl -3.42 -11.12 -7.73
Cl -4.76 -10.68 -5.21
*
```

Electronic energy (eV): -718306.8935
Highest occupied orbital energy (eV): -11.76
Maximum force (eV/A): 4.43
LUMO level (eV): -3.789
Frontier orbital gap (eV): 7.9750